# 1
{"formula": "C28H45AsN4O5PbS2Si2", "method": "the ωB97M-V functional and the def2-TZVPD basis", "species": ["H", "H", "H", "H", "H", "O", "H", "C", "H", "O", "H", "H", "C", "C", "C", "Si", "O", "C", "C", "S", "H", "H", "C", "N", "H", "H", "H", "H", "C", "H", "C", "C", "H", "H", "H", "C", "Si", "H", "C", "H", "N", "C", "H", "C", "N", "C", "H", "H", "H", "H", "C", "C", "H", "H", "H", "H", "C", "C", "H", "H", "C", "O", "H", "As", "N", "H", "H", "H", "H", "C", "O", "C", "H", "C", "H", "H", "H", "Pb", "H", "C", "C", "C", "S", "H", "H", "C", "C", "H"], "coordinates": [[-4.383, 6.397, 3.109], [-2.197, -3.188, -0.939], [4.049, -3.575, -3.330], [-2.657, -4.084, -2.408], [-4.884, 4.110, 2.322], [0.872, -3.911, -6.846], [2.706, -3.645, 0.197], [-2.292, -2.002, -2.675], [-2.585, -1.325, 3.631], [-1.699, -0.374, -6.385], [3.234, -4.356, -5.569], [1.568, -2.541, 3.314], [1.923, 2.407, 6.285], [-1.309, 5.030, 3.465], [-3.884, 4.366, 2.647], [1.620, 0.834, -1.720], [0.549, -5.066, -4.661], [0.921, -2.185, 2.507], [-2.314, 5.981, 3.494], [0.997, -3.917, -5.412], [0.402, 0.493, -3.865], [1.282, 2.237, 8.321], [-1.609, 3.743, 3.033], [-2.079, -1.799, -3.997], [0.421, -1.626, -5.350], [3.178, -0.481, -3.138], [-3.080, 2.402, 2.252], [2.670, -4.665, -3.124], [1.527, 2.501, 4.957], [2.462, -2.920, -2.939], [0.971, 2.312, 7.287], [-1.374, -2.751, -4.852], [3.864, -3.032, 1.386], [-1.729, -2.660, -5.872], [2.977, 2.407, 6.532], [0.558, 1.335, -3.187], [1.951, -1.465, 1.122], [-3.225, 1.035, -2.877], [3.205, -2.746, 0.561], [1.046, 2.135, -3.752], [-2.308, 0.187, -5.485], [2.939, -0.011, 1.788], [-0.976, -3.595, -2.143], [2.980, -3.694, -3.507], [-2.766, -0.907, -2.087], [-2.878, 0.032, -3.062], [-1.577, 0.809, 3.272], [-1.123, 2.248, 7.758], [3.828, -2.356, -0.248], [3.824, 1.139, -2.845], [0.174, 2.503, 4.653], [-2.882, 3.404, 2.614], [0.943, 2.659, -0.156], [3.749, 0.268, 1.110], [-2.093, 6.985, 3.832], [2.261, 2.568, 4.167], [3.299, 0.299, -2.383], [-0.383, 2.317, 6.973], [3.383, -0.283, 2.750], [-1.605, -3.747, -4.481], [-2.433, -1.482, 1.503], [-2.772, 1.308, -5.554], [2.303, 0.860, 1.929], [0.568, -0.982, -0.702], [-0.909, 1.107, 2.562], [2.640, 2.233, 0.087], [-4.077, -1.846, 2.847], [-0.422, 1.698, -2.872], [0.305, -3.015, 2.159], [-3.233, -1.159, 2.764], [-2.257, -2.649, 1.230], [0.129, -2.501, -4.768], [2.938, -2.623, -5.424], [2.696, -3.598, -4.997], [-0.305, 5.281, 3.784], [-1.841, 2.436, 5.401], [-3.592, -0.127, 2.779], [-1.686, 0.337, 0.184], [3.934, -0.102, -1.589], [-2.017, -3.296, -2.005], [1.865, 2.374, -0.668], [-0.787, 2.416, 5.653], [-0.295, 2.519, 2.926], [0.431, -2.375, -3.725], [2.166, 3.208, -1.308], [-3.602, 5.649, 3.087], [-2.447, -0.490, -4.242], [0.257, -1.420, 2.911]], "atomic_forces_ev_per_a": [[0.000, 0.000, 0.000], [0.001, 0.012, 0.041], [0.002, 0.006, 0.006], [-0.004, 0.008, 0.012], [-0.001, 0.000, 0.000], [-0.002, 0.001, 0.006], [0.001, -0.015, -0.012], [0.033, 0.112, 0.016], [0.011, 0.018, -0.004], [-0.049, -0.032, -0.022], [-0.004, 0.002, -0.003], [0.000, 0.001, -0.013], [0.015, 0.001, 0.007], [-0.009, 0.002, -0.001], [-0.002, 0.003, 0.006], [0.039, -0.002, 0.025], [-0.004, -0.004, 0.000], [0.011, -0.016, -0.012], [0.001, 0.002, 0.001], [0.005, 0.001, -0.004], [-0.014, -0.029, -0.022], [0.001, -0.001, -0.002], [0.004, 0.031, -0.023], [0.083, 0.012, 0.024], [-0.002, -0.015, -0.016], [0.011, -0.012, 0.005], [0.000, 0.014, -0.001], [0.004, 0.005, 0.005], [-0.081, -0.018, 0.031], [-0.007, 0.005, 0.026], [0.015, 0.010, -0.001], [-0.040, 0.000, 0.015], [-0.004, 0.006, 0.002], [-0.015, -0.003, -0.005], [-0.003, -0.003, -0.001], [0.014, 0.004, -0.009], [0.027, -0.036, 0.003], [-0.016, -0.006, -0.002], [-0.016, -0.031, -0.028], [-0.013, 0.003, -0.006], [0.162, 0.079, 0.051], [0.030, -0.030, -0.011], [0.001, -0.006, -0.008], [0.019, 0.004, 0.029], [-0.093, -0.166, -0.092], [0.019, 0.062, 0.070], [0.028, -0.025, -0.019], [0.000, 0.000, 0.000], [0.003, -0.004, -0.020], [-0.002, 0.002, -0.003], [0.030, 0.001, -0.001], [0.001, 0.005, 0.003], [-0.013, -0.003, -0.011], [-0.017, 0.002, -0.003], [-0.001, 0.001, 0.000], [0.062, -0.013, -0.086], [-0.007, 0.001, 0.020], [-0.019, 0.000, -0.012], [0.006, 0.016, -0.001], [0.004, -0.002, -0.014], [0.000, 0.006, 0.033], [-0.058, -0.018, -0.023], [-0.089, 0.120, 0.095], [-0.058, -0.044, -0.082], [0.049, -0.034, 0.062], [-0.016, -0.002, -0.008], [0.004, -0.004, 0.007], [-0.017, 0.007, 0.015], [0.003, 0.017, -0.002], [-0.010, -0.033, 0.015], [-0.012, 0.020, -0.076], [-0.005, 0.018, 0.034], [0.001, -0.001, 0.000], [0.000, 0.004, -0.006], [-0.003, 0.000, 0.000], [-0.002, -0.002, 0.000], [-0.017, -0.008, -0.006], [0.073, 0.017, -0.023], [0.003, 0.005, -0.002], [0.000, -0.008, 0.018], [0.008, 0.001, 0.020], [0.005, -0.016, 0.000], [0.006, -0.043, -0.026], [-0.001, 0.008, -0.003], [0.001, 0.007, 0.005], [-0.001, -0.001, -0.003], [-0.020, -0.029, -0.019], [-0.047, 0.049, 0.038]], "charge": 0, "homo_lumo_gap_ev": 6.657, "homo_ev": -6.91, "e_above_lowest_kj_mol": 0.00}



# 2
{"formula": "C28H45BCl2IN5O7PS", "method": "the ωB97M-V functional and the def2-TZVPD basis", "species": ["H", "H", "H", "H", "C", "H", "H", "C", "H", "H", "C", "C", "C", "H", "Cl", "C", "H", "N", "C", "H", "C", "H", "H", "H", "C", "H", "O", "H", "C", "P", "H", "B", "C", "H", "H", "I", "C", "O", "C", "H", "H", "H", "H", "O", "C", "C", "C", "H", "C", "C", "H", "H", "O", "C", "H", "C", "H", "C", "H", "O", "C", "H", "C", "H", "C", "H", "S", "H", "H", "N", "C", "H", "N", "Cl", "O", "C", "H", "H", "H", "O", "C", "H", "H", "H", "H", "N", "H", "H", "N", "C", "H"], "coordinates": [[1.087, 1.039, -2.225], [5.009, -1.952, -1.036], [5.219, 1.726, -3.688], [-7.030, -0.511, 0.960], [1.708, 0.644, 0.502], [-0.896, 0.980, -0.751], [-5.918, -3.113, -0.033], [3.976, 5.906, 0.425], [2.303, 2.985, 2.526], [4.997, 4.221, 1.839], [-9.330, -6.953, -0.453], [-5.948, 2.560, -1.805], [2.654, 4.643, -1.710], [4.675, 1.243, 3.946], [6.566, 2.631, -1.045], [5.527, 1.189, -0.395], [-10.088, -6.195, -0.672], [3.600, 0.242, -1.399], [-3.005, 0.197, 1.421], [-4.001, 3.989, -2.272], [4.848, 0.700, -1.843], [6.442, 0.594, -3.199], [-7.593, 0.861, -1.063], [2.825, -4.147, 0.051], [1.944, 2.033, 4.593], [-7.560, -7.202, 0.727], [2.966, -1.429, -3.390], [1.291, 1.581, -0.109], [-8.248, -6.396, 0.455], [6.915, 0.113, 0.371], [2.790, 7.106, -1.382], [2.757, -0.173, -2.595], [3.169, -3.380, -0.764], [-8.906, -7.273, -1.410], [-8.674, -6.006, 1.385], [4.234, -4.579, -2.307], [4.338, 4.350, 0.884], [-7.481, -5.399, -0.205], [2.978, 2.663, 3.443], [7.499, -1.066, -1.446], [-1.085, 0.064, 2.169], [-9.829, -7.804, 0.018], [0.524, -1.139, 1.295], [4.821, 1.630, 1.864], [-3.945, 1.020, 0.353], [3.083, 6.036, -0.958], [4.201, 1.577, 0.553], [-6.210, -3.583, -1.744], [-0.913, 0.093, 0.026], [-6.477, 1.258, -0.922], [-6.873, -2.049, -1.110], [0.953, 2.648, 4.704], [-8.523, -3.412, 0.914], [3.269, 0.260, 0.109], [2.546, 1.945, 5.619], [3.958, 1.409, 3.004], [4.333, 6.839, 1.041], [4.311, -2.312, -0.171], [5.001, -3.000, 0.521], [-9.017, -3.922, -1.518], [3.702, -1.160, 0.802], [2.835, -1.680, 1.439], [-4.403, 3.092, -1.635], [3.533, 3.555, 3.959], [0.612, -0.548, 0.261], [1.581, 0.967, 1.644], [-8.119, -3.910, -0.383], [4.545, -0.942, 1.621], [-3.143, -0.967, 1.219], [2.935, 3.237, -1.293], [-5.482, 0.488, 0.136], [2.099, 1.647, -3.399], [5.403, 0.774, -3.250], [8.080, 1.400, 1.639], [8.041, -0.464, -0.836], [3.747, 3.080, -0.037], [3.266, 0.466, 2.982], [2.036, 4.784, -2.723], [-3.402, 0.383, 2.521], [-6.024, -0.669, 0.892], [-3.434, 2.322, -0.538], [1.620, 0.917, 4.339], [-1.558, -0.815, -0.385], [2.030, -1.707, -3.686], [-6.637, 3.107, -2.578], [-1.525, 0.547, 1.351], [2.283, -2.849, -1.311], [0.904, -1.349, -0.539], [1.641, 0.748, -3.076], [-6.623, -3.084, -0.866], [-2.308, 2.648, -0.368]], "atomic_forces_ev_per_a": [[0.727, -0.094, -1.179], [-1.518, -0.482, 1.573], [0.228, -1.511, 0.943], [2.234, -0.330, -0.173], [-1.405, 0.266, -0.725], [-0.056, -1.876, 1.536], [-0.201, 0.026, -0.135], [-1.634, -4.275, -2.855], [1.632, -0.349, 1.878], [-1.459, -0.081, -2.134], [-0.291, 0.176, -0.194], [3.028, -1.886, 2.655], [1.332, 0.954, 2.124], [-1.323, 0.267, -2.328], [-0.859, -0.315, 0.507], [0.674, 1.997, -3.457], [0.104, -0.127, 0.053], [3.466, 0.561, -3.183], [-0.901, -0.254, -0.116], [-0.882, -1.992, 1.482], [-1.547, -0.374, 3.597], [-1.477, 0.606, 0.073], [2.747, 0.998, 0.362], [0.582, 1.713, -1.611], [0.609, -0.595, 0.220], [0.156, 0.358, -0.108], [-2.076, 2.802, 2.769], [1.407, -1.905, 1.215], [-0.793, -0.896, 0.372], [0.985, -2.181, 1.272], [0.623, -2.725, 0.917], [-2.286, -1.839, -3.171], [0.479, 0.838, 0.344], [-0.002, -0.022, 0.178], [0.091, 0.125, -0.126], [-0.685, 0.548, 0.859], [-2.408, 1.576, -3.377], [0.208, 1.454, -0.274], [-1.318, -1.176, 0.271], [1.158, 0.905, 1.259], [-0.397, 0.479, -1.239], [0.118, 0.056, 0.003], [0.224, 0.989, -2.327], [-2.283, -0.556, -1.146], [-2.260, 1.348, -2.323], [1.527, -3.617, 2.042], [2.515, -0.057, -1.981], [-0.160, 0.014, 0.111], [0.468, -1.488, 0.031], [3.381, 1.300, 0.188], [-0.070, -0.210, 0.057], [2.144, -1.030, -0.097], [-0.063, -0.385, -0.950], [-0.748, 1.304, 1.547], [-1.558, 0.364, -2.152], [-0.775, 0.688, 3.135], [-0.766, -2.115, -1.371], [0.041, -1.641, 0.686], [-1.430, 1.624, -1.530], [0.470, 0.119, 1.209], [0.976, -0.664, 1.115], [1.568, 1.500, -1.650], [-1.672, -3.698, 2.618], [-0.925, -1.665, -1.420], [-0.647, 0.217, 1.472], [0.874, -0.746, -2.544], [0.320, -0.471, -0.327], [-1.779, -0.238, -1.941], [0.049, 2.305, 0.237], [2.185, 4.317, 3.307], [0.261, 2.792, -1.894], [-0.798, -1.200, 0.444], [-1.091, 0.224, 3.165], [-0.894, -0.759, -1.717], [-2.781, 0.954, -0.067], [-0.425, 3.682, 0.645], [1.482, 1.595, -0.550], [1.505, -0.596, 2.546], [0.867, -0.196, -2.326], [-0.298, 3.433, -1.544], [-3.204, -1.537, -0.420], [0.675, 2.315, 0.308], [1.203, 1.979, 0.492], [2.099, 0.894, 0.154], [1.368, -1.344, 1.773], [-0.616, -0.794, -0.700], [1.745, -1.166, 1.148], [-0.568, 1.710, 1.215], [1.402, 0.004, 1.660], [0.141, -0.282, -0.012], [-2.747, -0.636, -0.393]], "charge": 1, "homo_lumo_gap_ev": 5.484, "homo_ev": -10.03}